Record 1
Computed, not measured: the molecule C5H12N, with ωB97M-V with the def2-TZVPD basis set.

```
18
Properties=species:S:1:pos:R:3
N -0.91 -1.45 -0.33
C 0.48 -0.93 -0.97
C -0.25 0.93 1.08
C 0.22 1.44 -0.24
C 0.46 0.32 2.11
C 0.22 0.50 -1.39
H -1.22 1.26 1.53
H 1.27 1.72 0.05
H -0.60 0.67 -1.98
H -0.12 0.07 2.97
H 1.58 0.08 2.18
H 0.62 -1.85 -1.56
H 1.28 -1.02 -0.25
H 0.99 0.60 -2.15
H -0.45 2.28 -0.43
H -1.64 -0.92 -0.80
H -0.85 -1.21 0.64
H -1.08 -2.50 -0.46
```

Results
Energy = -6864.260 eV
LUMO (spin up / spin down) = 0.75 / 0.67 eV
2S+1 = 2
Strongest force on any atom = 4.20 eV Å⁻¹

Here are the Mulliken charges for atoms 1 to 2, given in e:
1. N -2.25
2. C -1.33


Record 2
Computed, not measured: the molecule C5H12N, with ωB97M-V with the def2-TZVPD basis set.

```
18
Properties=species:S:1:pos:R:3
N -2.12 -0.11 -0.25
C 1.88 -0.93 -0.42
C 0.37 0.54 1.09
C 1.08 0.30 -0.21
C 0.64 1.07 -1.24
C -0.97 -0.26 1.13
H 1.23 -1.81 -0.23
H -1.60 -0.13 2.00
H -0.69 -1.32 1.04
H -2.62 -0.81 -0.89
H 0.24 1.62 1.16
H 2.36 -1.04 -1.41
H 0.94 0.27 2.00
H -1.51 0.42 -0.88
H 0.22 2.03 -0.96
H 0.82 0.75 -2.27
H 2.58 -1.19 0.37
H -2.85 0.58 -0.04
```

Results
Energy = -6865.139 eV
LUMO (spin up / spin down) = 1.12 / 0.91 eV
2S+1 = 2
Strongest force on any atom = 2.29 eV Å⁻¹

Here are the Mulliken charges for atoms 1 to 2, given in e:
1. N -1.35
2. C -1.28